[1]
Entry from OMol25: 2 unconnected molecules or ions with the total composition C45H50N5O at a distorted geometry (ωB97M-V/def2-TZVPD).

As for the energy relative to the best compared isomer or geometry (same formula, charge and spin): 0.0 kcal/mol. Its net charge is +1. For the LUMO energy, the calculation gives -4.525 eV. The HOMO energy comes out at -0.2659 Ha. The calculation puts the molecular weight at 676.9 g/mol.

XYZ file:
```
101
C45H50N5O, DFT ωB97M-V/def2-TZVPD
C 7.951 2.783 -0.013
C 6.511 3.195 -0.004
C 5.612 2.672 -0.933
C 4.254 3.005 -0.911
C 3.383 2.416 -1.964
C 3.800 3.902 0.068
N 2.433 4.302 0.083
C 1.328 3.523 0.099
N 0.237 4.324 0.165
C -1.115 3.943 0.194
C -1.513 2.891 1.093
C -0.693 2.331 2.059
C -2.895 2.497 1.052
C -3.823 3.196 0.298
C -5.277 2.819 0.292
C -3.403 4.290 -0.472
C -2.055 4.659 -0.555
C -1.707 5.806 -1.458
C 0.686 5.660 0.205
C 2.011 5.645 0.089
C 4.699 4.507 0.963
C 4.300 5.541 1.970
C 6.039 4.117 0.933
H 8.506 3.361 0.734
H 8.064 1.717 0.225
H 8.413 2.952 -0.994
H 5.960 1.972 -1.694
H 2.350 2.763 -1.909
H 3.790 2.644 -2.961
H 3.388 1.324 -1.874
H -1.183 1.788 2.866
H 1.308 2.444 0.100
H 0.383 2.458 2.066
H -3.201 1.644 1.659
H -5.795 3.379 -0.492
H -5.408 1.747 0.103
H -5.759 3.048 1.252
H -4.145 4.850 -1.044
H -2.469 5.884 -2.245
H -1.726 6.768 -0.923
H -0.734 5.695 -1.946
H 0.000 6.484 0.313
H 2.710 6.458 0.008
H 5.135 5.646 2.674
H 4.149 6.537 1.531
H 3.412 5.270 2.551
H 6.731 4.546 1.662
C -2.368 -5.769 2.525
N -1.915 -5.057 1.350
C -2.609 -5.112 0.175
O -3.677 -5.700 0.008
C -1.804 -4.304 -0.840
C -2.643 -3.383 -1.743
C -3.785 -4.053 -2.422
C -3.752 -4.990 -3.442
N -5.044 -5.403 -3.711
C -5.937 -4.719 -2.891
C -7.312 -4.846 -2.725
C -7.927 -4.084 -1.718
C -7.169 -3.226 -0.899
C -5.785 -3.104 -1.064
C -5.168 -3.851 -2.066
N -0.846 -3.588 0.003
C -0.052 -2.606 -0.476
C 0.987 -2.000 0.234
C 1.727 -0.915 -0.236
C 3.083 -0.721 0.230
C 4.167 -0.608 -0.681
C 5.475 -0.488 -0.225
C 5.753 -0.471 1.147
C 4.698 -0.595 2.062
C 3.386 -0.728 1.616
C -0.757 -4.164 1.357
C -0.909 -3.107 2.465
C 0.525 -4.987 1.577
H -3.247 -6.363 2.258
H -1.574 -6.426 2.901
H -2.635 -5.062 3.321
H -1.271 -5.030 -1.488
H -3.022 -2.548 -1.136
H -1.963 -2.958 -2.498
H -2.885 -5.386 -3.956
H -5.296 -6.102 -4.398
H -7.867 -5.531 -3.362
H -9.006 -4.154 -1.565
H -7.669 -2.645 -0.122
H -5.172 -2.460 -0.432
H -0.223 -2.315 -1.522
H 1.317 -2.452 1.179
H 1.366 -0.345 -1.095
H 3.960 -0.658 -1.756
H 6.293 -0.425 -0.945
H 6.783 -0.369 1.497
H 4.912 -0.616 3.132
H 2.558 -0.831 2.325
H -1.911 -2.660 2.413
H -0.769 -3.587 3.443
H -0.166 -2.314 2.363
H 0.455 -5.933 1.024
H 1.415 -4.445 1.246
H 0.629 -5.211 2.648
```

[2]
Entry from OMol25: a single C6H10 molecule (ωB97M-V/def2-TZVPD).

As for the energy relative to the best compared isomer or geometry (same formula, charge and spin): 38.8 kcal/mol. As for the SMILES: C=C=CC(C)C. For the LUMO energy, the calculation gives 1.087 eV. The HOMO energy comes out at -0.3482 Ha. The calculation puts the molecular weight at 82.1 g/mol.

XYZ file:
```
16
C6H10, DFT ωB97M-V/def2-TZVPD
C -1.091 -0.278 -1.413
C 0.078 -0.136 -0.444
C 1.473 -0.156 -1.058
C -0.413 -0.062 2.724
C -0.288 0.729 1.695
C -0.104 1.091 0.458
H -0.965 -1.143 -2.073
H -1.213 0.622 -2.024
H -2.012 -0.426 -0.837
H 0.026 -1.001 0.228
H 2.216 -0.226 -0.254
H 1.609 -1.021 -1.717
H 1.672 0.758 -1.626
H -1.386 -0.461 2.990
H 0.474 -0.419 3.237
H -0.076 2.129 0.112
```

[3]
Entry from OMol25: a molecular structure, C7H16O2 at a distorted geometry (ωB97M-V/def2-TZVPD).

As for the energy relative to the best compared isomer or geometry (same formula, charge and spin): 125.3 kcal/mol. For the LUMO energy (alpha / beta), the calculation gives 0.743 / 0.743 eV. The HOMO energy (alpha / beta) comes out at -0.2473 / -0.2473 Ha. The calculation puts the molecular weight at 132.2 g/mol.

XYZ file:
```
25
C7H16O2, DFT ωB97M-V/def2-TZVPD
C 1.884 -0.265 -0.053
C 1.458 -1.341 -1.048
C 0.739 0.290 0.784
C 0.949 1.468 1.468
O 2.814 -0.796 0.892
H 3.551 -1.188 0.409
H 2.352 0.567 -0.600
H 0.229 -0.528 1.313
H 0.726 -0.950 -1.750
H 2.325 -1.697 -1.609
H 1.018 -2.185 -0.518
H 0.184 1.877 2.110
H 1.861 2.033 1.352
C -1.929 -0.730 -0.229
C -0.597 1.580 -1.306
C -2.668 -0.569 1.065
O -0.688 0.572 -0.307
H -1.392 -1.667 -0.351
H -2.498 -0.473 -1.119
H -1.563 1.672 -1.807
H 0.173 1.350 -2.050
H -0.352 2.534 -0.841
H -2.106 -1.009 1.890
H -3.659 -1.033 1.016
H -2.812 0.489 1.289
```

[4]
Entry from OMol25: a molecular structure, C30H52BrN3P2ReS at a distorted geometry (ωB97M-V/def2-TZVPD).

The spin multiplicity is 4. As for the energy relative to the best compared isomer or geometry (same formula, charge and spin): 10.1 kcal/mol. Its net charge is +4. For the LUMO energy (alpha / beta), the calculation gives -14.266 / -14.150 eV. The HOMO energy (alpha / beta) comes out at -0.6800 / -0.6799 Ha. The calculation puts the molecular weight at 814.9 g/mol.

XYZ file:
```
90
C30H52BrN3P2ReS, DFT ωB97M-V/def2-TZVPD
N 4.987 -1.843 -5.642
C 5.561 -1.845 -4.434
C 4.821 -1.562 -3.264
C 3.407 -1.497 -3.344
C 2.840 -1.407 -4.621
C 3.678 -1.635 -5.752
C 2.603 -1.620 -2.019
Re 1.163 -0.497 -1.210
P -4.259 -1.603 0.516
C 1.239 -2.258 -2.008
C 0.685 -2.540 -0.656
C -0.615 -3.154 -0.480
C -1.051 -3.646 0.746
C -0.378 -3.319 1.967
C 0.860 -2.657 1.812
C 1.451 -2.340 0.546
Br -1.196 -3.456 3.612
H 3.353 -2.019 -1.309
H 0.929 -2.860 -2.851
H 5.394 -1.434 -2.346
H 1.796 -1.149 -4.808
H 6.634 -2.061 -4.409
H 3.253 -1.637 -6.765
H -1.168 -3.296 -1.405
H 2.537 -2.243 0.511
H -1.904 -4.338 0.774
H 1.458 -2.447 2.704
P 0.215 1.202 -2.306
C -4.307 -3.189 1.440
C -5.606 -4.001 1.467
H -3.966 -2.987 2.466
H -3.542 -3.793 0.944
H -5.443 -4.902 2.073
H -6.432 -3.438 1.912
H -5.892 -4.342 0.465
C -3.675 -2.064 -1.134
C -4.849 -1.873 -2.110
H -3.350 -3.115 -1.104
H -2.820 -1.423 -1.391
H -4.558 -2.133 -3.131
H -5.701 -2.502 -1.828
H -5.200 -0.834 -2.111
C -3.201 -0.515 1.508
C -4.043 -0.009 2.698
H -2.889 0.320 0.851
H -2.325 -1.099 1.835
H -3.810 1.033 2.932
H -5.118 -0.065 2.485
H -3.861 -0.599 3.602
C -0.196 2.562 -1.115
C -0.872 3.792 -1.734
H 0.730 2.843 -0.589
H -0.855 2.111 -0.357
H -0.192 4.340 -2.397
H -1.776 3.524 -2.295
H -1.177 4.472 -0.927
C -1.466 0.726 -2.868
C -1.509 0.055 -4.239
H -2.099 1.622 -2.830
H -1.829 0.036 -2.090
H -1.339 0.780 -5.048
H -0.768 -0.755 -4.327
H -2.505 -0.382 -4.389
C 1.016 2.050 -3.741
C 2.517 2.165 -3.551
H 0.559 3.042 -3.884
H 0.769 1.444 -4.626
H 2.959 2.646 -4.428
H 2.782 2.755 -2.668
H 2.983 1.180 -3.455
C -0.488 1.140 3.584
C 0.860 0.592 3.189
N 1.132 0.797 1.744
C 2.301 1.291 1.316
S 2.872 0.883 -0.263
N 3.083 2.048 2.140
C 2.557 3.303 2.764
C 3.580 3.786 3.779
H -0.663 2.127 3.143
H -0.500 1.227 4.676
H -1.291 0.469 3.263
H 1.662 1.082 3.739
H 0.928 -0.481 3.415
H 0.702 0.094 1.118
H 4.015 2.198 1.747
H 2.402 4.061 1.976
H 1.592 3.069 3.219
H 4.415 4.272 3.265
H 3.135 4.518 4.458
H 3.973 2.957 4.379
```

[5]
Entry from OMol25: a single C6H10O molecule (ωB97M-V/def2-TZVPD).

As for the energy relative to the best compared isomer or geometry (same formula, charge and spin): 17.6 kcal/mol. As for the SMILES: C[C@H]1OC[C@H]2C[C@H]21. For the LUMO energy, the calculation gives 1.106 eV. The HOMO energy comes out at -0.3527 Ha. The calculation puts the molecular weight at 98.1 g/mol.

XYZ file:
```
17
C6H10O, DFT ωB97M-V/def2-TZVPD
C -1.889 -0.254 0.458
C -0.887 -0.100 -0.684
O -0.507 1.263 -0.871
C 0.766 1.485 -0.268
C 1.497 0.153 -0.291
C 1.144 -0.802 0.819
C 0.417 -0.867 -0.493
H -2.853 0.191 0.199
H -1.528 0.235 1.370
H -2.055 -1.314 0.689
H -1.357 -0.434 -1.617
H 1.289 2.251 -0.847
H 0.642 1.867 0.760
H 2.442 0.074 -0.822
H 0.649 -0.378 1.692
H 1.806 -1.635 1.047
H 0.598 -1.729 -1.129
```

[6]
Entry from OMol25: a molecular structure, C4H7NO at a distorted geometry (ωB97M-V/def2-TZVPD).

As for the energy relative to the best compared isomer or geometry (same formula, charge and spin): 105.0 kcal/mol. For the LUMO energy (alpha / beta), the calculation gives 0.223 / 0.221 eV. The HOMO energy (alpha / beta) comes out at -0.3071 / -0.3072 Ha. The calculation puts the molecular weight at 85.1 g/mol.

XYZ file:
```
13
C4H7NO, DFT ωB97M-V/def2-TZVPD
C -1.800 -0.341 0.431
C -0.358 -0.780 0.245
C 0.400 0.392 -1.192
N 0.697 0.097 0.117
C 1.936 0.492 0.493
O 2.580 1.052 -0.378
H -1.944 0.363 1.259
H -2.426 -1.219 0.628
H -2.190 0.110 -0.481
H -0.106 -1.727 0.763
H 0.760 -0.206 -2.012
H 0.169 1.451 -1.388
H 2.283 0.317 1.516
```

[7]
Entry from OMol25: 5 unconnected molecules or ions with the total composition C40H79FN6O8 at a distorted geometry (ωB97M-V/def2-TZVPD).

As for the SMILES: CCOCCO[C@@]1(Cc2ccccc2C)C(=O)N[C@](CCC(C)C)([C@@H](C)F)[C@@H]1N=C=O.COC[C@@H](C)N.COC[C@@H](C)N.COC[C@@H](C)N.COC[C@@H](C)N. For the LUMO energy, the calculation gives -0.596 eV. The HOMO energy comes out at -0.2905 Ha. The calculation puts the molecular weight at 791.1 g/mol.

XYZ file:
```
134
C40H79FN6O8, DFT ωB97M-V/def2-TZVPD
C -2.092 -0.583 -3.752
C -0.600 0.085 -4.105
O 0.083 0.623 -2.919
C 1.544 0.678 -3.088
C 2.297 1.574 -1.894
O 1.436 1.733 -0.719
C 0.627 2.950 -0.741
C -0.778 2.414 -0.007
C -0.410 1.432 1.296
C -0.133 2.024 2.826
C 0.274 1.095 4.122
C 0.439 -0.548 3.962
C 0.128 -1.178 2.475
C -0.289 -0.229 1.164
C -0.566 -1.037 -0.238
C 0.998 4.235 0.205
O 1.579 4.348 1.400
N 0.608 5.543 -0.515
C 0.960 5.224 -1.984
C 2.588 5.401 -1.995
C 3.247 5.618 -3.493
C 4.874 5.892 -3.218
C 5.558 6.902 -4.313
C 5.736 4.511 -3.025
C 0.323 6.499 -2.799
C -0.084 6.160 -4.370
F -0.829 7.113 -2.054
C 0.282 3.737 -2.128
N -1.209 4.081 -2.140
C -1.824 3.458 -3.231
O -2.171 3.252 -4.531
H -2.677 0.138 -3.031
H -1.967 -1.622 -3.209
H -2.716 -0.799 -4.744
H 0.113 -0.720 -4.598
H -0.815 0.952 -4.893
H 1.793 1.085 -4.175
H 1.931 -0.440 -3.015
H 3.204 0.879 -1.546
H 2.793 2.553 -2.299
H -1.386 1.796 -0.821
H -1.461 3.289 0.365
H -0.206 3.188 3.002
H 0.481 1.618 5.148
H 0.762 -1.196 4.891
H 0.227 -2.361 2.346
H 0.423 -1.251 -0.871
H -1.327 -0.488 -0.940
H -1.010 -2.121 -0.011
H 1.039 6.415 -0.137
H 3.192 4.536 -1.488
H 2.820 6.408 -1.398
H 3.215 4.602 -4.103
H 2.813 6.533 -4.082
H 4.918 6.460 -2.170
H 5.119 7.972 -4.131
H 5.449 6.503 -5.408
H 6.715 6.962 -4.031
H 6.817 4.839 -2.643
H 5.836 3.875 -4.004
H 5.261 3.899 -2.143
H 1.153 7.354 -2.868
H -1.274 6.098 -4.448
H 0.359 5.146 -4.763
H 0.214 7.063 -5.090
H 0.411 3.221 -3.169
C -5.509 0.702 3.892
C -4.030 0.332 3.995
C -3.788 -1.160 4.321
O -4.020 -1.510 5.689
C -5.384 -1.733 6.014
N -3.387 1.211 4.983
H -5.992 0.784 4.869
H -5.623 1.675 3.399
H -6.058 -0.037 3.298
H -3.581 0.529 3.015
H -2.729 -1.376 4.138
H -4.356 -1.817 3.651
H -5.938 -2.187 5.186
H -5.852 -0.795 6.319
H -5.422 -2.413 6.869
H -2.383 1.028 4.974
H -3.684 0.894 5.911
C 2.550 -0.539 -9.653
C 2.676 -1.286 -8.327
C 1.706 -0.776 -7.236
O 2.096 0.460 -6.631
C 1.749 1.615 -7.381
N 4.074 -1.225 -7.876
H 3.017 0.449 -9.627
H 3.043 -1.102 -10.455
H 1.498 -0.413 -9.935
H 2.423 -2.334 -8.524
H 1.698 -1.511 -6.423
H 0.675 -0.717 -7.608
H 0.802 1.493 -7.916
H 2.552 1.863 -8.077
H 1.647 2.453 -6.686
H 4.173 -1.809 -7.045
H 4.240 -0.276 -7.528
C 2.984 -5.547 6.509
C 1.896 -5.364 5.453
C 2.444 -4.958 4.065
O 2.838 -3.586 3.966
C 4.132 -3.308 4.480
N 0.909 -4.394 5.948
H 3.372 -4.596 6.884
H 2.586 -6.090 7.375
H 3.824 -6.127 6.112
H 1.397 -6.333 5.336
H 1.637 -5.086 3.335
H 3.259 -5.619 3.744
H 4.829 -4.136 4.317
H 4.066 -3.067 5.543
H 4.518 -2.424 3.967
H 0.134 -4.351 5.285
H 1.336 -3.465 5.882
C -5.595 -7.093 6.136
C -5.252 -5.661 5.729
C -5.382 -5.403 4.211
O -4.307 -5.933 3.429
C -4.425 -7.316 3.132
N -3.905 -5.336 6.218
H -4.798 -7.802 5.896
H -5.755 -7.152 7.219
H -6.514 -7.432 5.646
H -5.970 -5.004 6.235
H -5.355 -4.319 4.051
H -6.349 -5.747 3.824
H -5.465 -7.623 2.989
H -3.956 -7.907 3.921
H -3.876 -7.512 2.207
H -3.721 -4.350 6.033
H -3.236 -5.825 5.615
```

[8]
Entry from OMol25: 5 unconnected molecules or ions with the total composition C13H38N2O6 at a distorted geometry (ωB97M-V/def2-TZVPD).

As for the energy relative to the best compared isomer or geometry (same formula, charge and spin): 126.7 kcal/mol. As for the SMILES: COC[C@H](C)N.COCCNCCOC.CO.CO.CO. For the LUMO energy, the calculation gives 0.442 eV. The HOMO energy comes out at -0.3177 Ha. The calculation puts the molecular weight at 318.5 g/mol.

XYZ file:
```
59
C13H38N2O6, DFT ωB97M-V/def2-TZVPD
C -2.746 -3.325 -2.739
O -2.289 -4.438 -3.458
C -0.929 -4.873 -3.200
C -0.546 -6.022 -4.054
N -0.274 -5.638 -5.427
C -1.441 -5.152 -6.190
C -1.114 -4.920 -7.720
O -0.917 -6.131 -8.509
C -1.979 -6.933 -8.822
H -3.540 -2.907 -3.358
H -2.017 -2.515 -2.719
H -3.028 -3.673 -1.745
H -0.731 -5.031 -2.139
H -0.220 -4.062 -3.363
H -1.341 -6.767 -4.015
H 0.393 -6.371 -3.624
H 0.115 -6.406 -5.956
H -1.845 -4.197 -5.857
H -2.170 -5.960 -6.123
H -0.206 -4.324 -7.808
H -1.831 -4.248 -8.191
H -2.609 -6.491 -9.594
H -2.474 -7.234 -7.899
H -1.549 -7.855 -9.213
C -4.853 7.536 3.316
O -5.188 6.961 2.023
H -4.464 8.553 3.284
H -5.745 7.517 3.942
H -4.190 6.852 3.845
H -5.551 6.072 2.004
C 7.238 4.699 2.399
O 8.575 4.586 1.948
H 6.876 3.690 2.597
H 7.296 5.217 3.356
H 6.515 5.202 1.758
H 8.821 5.417 1.535
C 0.294 4.824 0.105
O 0.715 3.461 0.387
H 0.718 5.429 0.906
H 0.589 5.259 -0.850
H -0.782 4.949 0.219
H 0.178 3.060 1.075
C 0.903 -0.289 4.834
C 0.334 1.097 5.297
C 1.402 2.116 5.652
O 2.010 1.809 6.897
C 2.700 2.920 7.568
N -0.782 1.499 4.366
H 0.163 -1.011 4.486
H 1.298 -0.859 5.675
H 1.647 -0.147 4.050
H -0.204 1.055 6.244
H 1.045 3.142 5.561
H 2.083 2.153 4.801
H 1.938 3.661 7.813
H 3.483 3.334 6.933
H 3.003 2.478 8.517
H -1.199 2.348 4.721
H -1.578 0.884 4.459
```